{
  "formula": "C2H7N3O",
  "method": "ωB97M-V/def2-TZVPD",
  "symbols": ["C", "N", "N", "C", "N", "O", "H", "H", "H", "H", "H", "H", "H"],
  "positions_angstrom": [[-1.60486, -0.49115, -0.34778], [-0.42178, -0.75508, 0.66101], [0.56540, -0.15568, -0.14012], [0.72335, 1.27670, 0.02640], [1.69865, -1.05733, 0.22075], [2.78758, -0.57811, 0.41676], [-1.64752, 0.41930, -0.94140], [-1.63574, -1.34274, -1.03151], [-2.48277, -0.47521, 0.29007], [-0.30950, -1.76729, 0.67979], [0.31177, 1.79253, -0.84359], [0.22539, 1.62894, 0.92969], [1.79004, 1.50512, 0.07992]],
  "mulliken_charge": [-0.710, -0.483, 0.252, -0.833, 0.017, -0.376, 0.262, 0.315, 0.279, 0.333, 0.289, 0.324, 0.332],
  "de_lowest_ev": 5.523,
  "smiles": "CNN(C)N=O",
  "gap_ev": [9.13, 9.13],
  "homo_ha": [-0.3221, -0.3221]
}